(1)
Entry from the OMol25 dataset: a structure of composition C42H39NO2P2SZn (ωB97M-V/def2-TZVPD).

Calculated values
charge = 0
Kohn-Sham gap = 6.447 eV
2S+1 = 1
E = -4689.23733 hartree

Last column: Löwdin charge in e.
Cartesian coordinates (Å):
Zn1 -1.32633 -0.20023 1.12232  0.494
O1 1.51384 1.31197 -0.97925  -0.027
C1 2.67688 1.45652 -0.27351  -0.257
C2 3.90486 1.70531 -0.87857  -0.014
C3 5.04060 1.83234 -0.09962  -0.060
C4 4.96821 1.70765 1.28225  -0.071
C5 3.76084 1.39604 1.87857  -0.077
C6 2.60884 1.25813 1.10980  -0.263
P1 1.06068 0.59457 1.83394  1.128
C7 1.81578 -0.82680 2.71863  -0.355
C8 1.83161 -1.00265 4.09713  -0.080
C9 2.42531 -2.13203 4.64841  -0.078
C10 3.00274 -3.09019 3.83195  -0.085
C11 2.98672 -2.92279 2.45254  -0.074
C12 2.39346 -1.80143 1.89959  -0.107
C13 0.58170 1.77644 3.13093  -0.370
C14 -0.45607 1.42676 3.99616  -0.123
C15 -0.96719 2.35308 4.88851  -0.066
C16 -0.46062 3.64517 4.91609  -0.076
C17 0.55711 4.00516 4.04669  -0.075
C18 1.07441 3.07785 3.15473  -0.084
C19 1.11081 2.23894 -1.92262  -0.252
C20 1.77773 3.43064 -2.17077  -0.016
C21 1.29091 4.31904 -3.11963  -0.075
C22 0.12791 4.03352 -3.81223  -0.086
C23 -0.56734 2.87204 -3.50994  -0.089
C24 -0.10286 1.96701 -2.56161  -0.310
P2 -1.24809 0.60906 -2.09455  1.138
C25 -0.08489 -0.83271 -2.14994  -0.280
C26 -0.18995 -2.04771 -1.31649  -0.328
C27 0.59226 -3.28828 -1.76833  -0.105
C28 1.45294 -3.15867 -2.94074  -0.054
C29 1.43459 -2.04068 -3.67985  -0.080
C30 0.62618 -0.91091 -3.30061  -0.117
C31 -1.77521 1.11440 -0.40836  -0.593
C32 -1.24871 2.37344 0.11457  -0.208
C33 -2.02511 3.40381 0.50667  -0.098
C34 -3.45046 3.36947 0.27629  -0.117
C35 -4.05009 2.24583 -0.13412  -0.160
C36 -3.29807 0.95847 -0.22088  -0.738
H1 3.96681 1.79193 -1.95496  0.127
H2 5.99225 2.02920 -0.57550  0.110
H3 5.85738 1.82056 1.88809  0.106
H4 3.70470 1.24795 2.95055  0.120
H5 1.39037 -0.25925 4.74819  0.096
H6 2.43650 -2.25816 5.72366  0.105
H7 3.46896 -3.96440 4.26775  0.103
H8 3.43705 -3.66840 1.80931  0.105
H9 2.37435 -1.67001 0.82311  0.106
H10 -0.88446 0.42954 3.96188  0.093
H11 -1.77518 2.07330 5.55171  0.110
H12 -0.86720 4.37394 5.60489  0.104
H13 0.94573 5.01564 4.05348  0.105
H14 1.85408 3.37064 2.46230  0.102
H15 2.66335 3.69178 -1.61031  0.108
H16 1.82355 5.24343 -3.30155  0.105
H17 -0.24059 4.71617 -4.56648  0.101
H18 -1.50919 2.65991 -4.00143  0.099
H19 -0.13537 -2.70077 0.49740  0.107
H20 0.98291 -3.91220 -0.97084  0.145
H21 2.14847 -3.96281 -3.14804  0.105
H22 2.07048 -1.95288 -4.55220  0.103
H23 0.63108 -0.05108 -3.96286  0.105
H24 -0.17353 2.47990 0.19717  0.070
H25 -1.57564 4.29716 0.92347  0.094
H26 -4.02079 4.28113 0.41075  0.096
H27 -5.11066 2.21244 -0.35569  0.097
H28 -3.71586 0.32645 -1.00469  0.048
S1 -3.63242 0.02166 1.36587  0.502
O2 -0.14830 -1.81973 0.08868  -0.091
C37 -0.94074 -3.27890 -1.80210  -0.319
C38 -1.59903 -3.31254 -3.17591  -0.104
C39 -3.10612 -3.58170 -3.16528  -0.183
C40 -3.88107 -2.76565 -2.12696  -0.188
C41 -4.00250 -3.49568 -0.79192  -0.189
C42 -2.68341 -3.55765 -0.02750  -0.204
N1 -1.49726 -4.07052 -0.73034  0.024
H29 -1.10709 -4.08627 -3.77370  0.123
H30 -1.41739 -2.36265 -3.67709  0.111
H31 -3.29675 -4.64520 -2.99041  0.105
H32 -3.48218 -3.36435 -4.16704  0.108
H33 -4.88357 -2.55513 -2.50464  0.110
H34 -3.38499 -1.80221 -1.97039  0.093
H35 -4.39152 -4.50536 -0.96322  0.108
H36 -4.71196 -2.96711 -0.14996  0.103
H37 -2.81056 -4.17551 0.86543  0.119
H38 -2.47226 -2.54507 0.30994  0.051
H39 -1.65637 -5.01913 -1.04673  0.130

Cartesian forces (eV/Å) of the 6 atoms listed first:
Zn -0.1 0.3 -0.7
O 0.1 0.0 0.0
C 0.1 0.1 0.3
C 0.0 0.0 -0.1
C 0.0 0.0 0.0
C 0.1 0.0 0.1



(2)
Entry from the OMol25 dataset: a cluster of 2 separate species, C5H12O2 in total (ωB97M-V/def2-TZVPD).

Calculated values
charge = 0
Kohn-Sham gap = 10.794 eV
ΔE to the lowest compared entry with this formula, charge and spin = 188.4 kJ/mol
2S+1 = 1
SMILES = OCCCO.C=C
E = -348.13305 hartree

Last column: Löwdin charge in e.
Cartesian coordinates (Å):
C1 3.03162 -0.85123 -0.07008  -0.073
C2 2.50802 -0.19219 -1.10009  -0.083
C3 -0.37234 0.02941 1.04602  -0.282
O1 0.74084 0.75645 1.51758  -0.078
C4 -1.00444 0.63976 -0.20445  -0.176
C5 -2.38746 0.06981 -0.47167  -0.282
O2 -3.21881 0.44097 0.61436  -0.070
H1 3.81067 -0.41738 0.55219  0.062
H2 1.46257 0.60087 0.89388  0.025
H3 2.69816 -1.85128 0.19612  0.060
H4 1.72715 -0.63001 -1.71785  0.054
H5 2.83263 0.81129 -1.36539  0.063
H6 -0.10630 -1.02399 0.84688  0.118
H7 -1.11201 0.03459 1.85009  0.117
H8 -0.36729 0.47138 -1.08441  0.100
H9 -1.08545 1.72313 -0.06167  0.124
H10 -2.32809 -1.02771 -0.56457  0.119
H11 -2.78163 0.46108 -1.42246  0.114
H12 -4.04784 -0.04494 0.54553  0.088

Cartesian forces (eV/Å) of the 6 atoms listed first:
C 0.0 0.1 -0.2
C 0.1 -0.1 0.1
C -0.4 -0.2 -0.1
O 0.2 0.0 -0.1
C 0.0 0.1 0.0
C 0.3 -0.1 -0.3



(3)
Entry from the OMol25 dataset: a structure of composition C41H107BeN8O12 at a distorted geometry (ωB97M-V/def2-TZVPD).

Calculated values
charge = +1
Kohn-Sham gap = 2.021 eV
ΔE to the lowest compared entry with this formula, charge and spin = 800.7 kJ/mol
2S+1 = 1
E = -2981.10013 hartree

Last column: Löwdin charge in e.
Cartesian coordinates (Å):
Be1 -5.91218 -0.13183 -1.06590  0.799
C1 0.60710 -0.38746 0.70020  -0.038
C2 -0.09605 0.41622 -0.42000  -0.473
C3 0.16594 -0.46027 -1.66917  -0.035
O1 -1.46938 0.60957 -0.16206  0.032
H1 0.02787 -1.27281 0.96239  0.089
H2 0.63667 0.16360 1.64018  0.082
H3 1.64110 -0.61300 0.43931  0.089
H4 0.44902 1.34819 -0.56980  0.131
H5 -0.16886 0.06812 -2.56182  0.081
H6 -0.41928 -1.37981 -1.66113  0.089
H7 1.21271 -0.72213 -1.82341  0.090
C4 -8.58559 2.49224 -0.49342  -0.095
O2 -7.51138 2.48171 -1.43831  -0.269
C5 -7.41922 3.61546 -2.27215  -0.236
C6 -6.18938 3.57452 -3.10779  -0.207
N1 -6.02063 2.28864 -3.76979  -0.072
C7 -4.78085 2.15987 -4.45998  -0.204
C8 -4.91274 0.79079 -5.20077  -0.173
O3 -5.16309 -0.28323 -4.23974  -0.266
C9 -5.20513 -1.54496 -4.80691  -0.136
H8 -9.57243 2.42682 -0.95163  0.089
H9 -8.65871 3.34054 0.18712  0.093
H10 -8.47475 1.55724 0.05574  0.072
H11 -7.54941 4.58737 -1.79617  0.134
H12 -8.27862 3.49949 -2.93253  0.127
H13 -5.32591 3.67163 -2.44971  0.128
H14 -6.21748 4.40558 -3.81253  0.131
H15 -6.70506 2.25757 -4.51189  0.123
H16 -3.91093 2.16580 -3.80325  0.126
H17 -4.70763 2.96601 -5.18996  0.125
H18 -3.94441 0.72980 -5.69749  0.118
H19 -5.64304 0.75947 -6.00933  0.123
H20 -5.76951 -2.15296 -4.09987  0.082
H21 -4.19642 -1.95799 -4.80750  0.091
H22 -5.68865 -1.58870 -5.78281  0.095
C10 5.72337 -1.86614 -3.82291  -0.121
O4 5.82454 -1.26591 -2.57583  -0.218
C11 6.28786 -2.10054 -1.54628  -0.221
C12 6.84724 -1.25397 -0.40722  -0.197
N2 8.08716 -0.60758 -0.83715  -0.049
C13 8.57617 0.46310 0.01261  -0.215
C14 7.67762 1.67140 0.26554  -0.241
O5 7.35417 2.47011 -0.84168  -0.155
C15 6.25527 2.03621 -1.61465  -0.102
H23 4.87312 -2.54054 -3.92466  0.084
H24 6.63596 -2.43757 -3.99250  0.089
H25 5.65639 -1.11445 -4.60939  0.090
H26 6.97840 -2.84456 -1.94341  0.117
H27 5.40801 -2.72409 -1.38769  0.120
H28 7.02162 -1.81409 0.51146  0.121
H29 6.04111 -0.62683 -0.02647  0.100
H30 7.99493 -0.16617 -1.74089  0.093
H31 9.49911 0.82977 -0.43661  0.118
H32 8.99986 0.00861 0.90816  0.118
H33 8.24699 2.22587 1.01151  0.120
H34 6.85235 1.31916 0.88435  0.108
H35 5.35011 1.95735 -1.01252  0.091
H36 6.44930 1.14292 -2.20837  0.062
H37 6.13456 2.77016 -2.41141  0.089
C16 0.34619 -7.25491 0.99508  -0.124
O6 -0.66989 -7.86467 0.24354  -0.186
C17 -1.03332 -7.08871 -0.90427  -0.220
C18 -2.02356 -7.86286 -1.71745  -0.233
N3 -3.15488 -8.31334 -0.94849  -0.062
C19 -4.11983 -9.07663 -1.77727  -0.203
C20 -5.03279 -9.83974 -0.83700  -0.246
O7 -4.26741 -10.83542 -0.21070  -0.205
C21 -4.94765 -11.91163 0.39216  -0.096
H38 1.33898 -7.41756 0.57556  0.086
H39 0.31896 -7.73729 1.97215  0.090
H40 0.18947 -6.18325 1.11792  0.081
H41 -0.11371 -6.85349 -1.44008  0.121
H42 -1.53326 -6.16082 -0.62644  0.116
H43 -1.62703 -8.79736 -2.11438  0.120
H44 -2.40487 -7.26591 -2.54592  0.123
H45 -2.92933 -8.95842 -0.20479  0.098
H46 -3.67880 -9.81533 -2.44652  0.119
H47 -4.75298 -8.38255 -2.32997  0.115
H48 -5.86513 -10.31300 -1.35789  0.121
H49 -5.45090 -9.12093 -0.13231  0.121
H50 -4.28682 -12.45258 1.06948  0.090
H51 -5.31084 -12.57971 -0.38878  0.089
H52 -5.76778 -11.51784 0.99250  0.086
C22 7.93054 -5.93036 5.28366  -0.041
C23 7.69335 -5.27292 6.70405  -0.447
C24 6.31608 -4.71402 6.91528  -0.245
O8 6.04673 -3.76049 5.91103  -0.186
C25 4.73297 -3.13306 6.11164  -0.080
N4 7.97956 -6.30455 7.64351  0.022
H53 7.71245 -5.14754 4.55722  0.065
H54 7.29873 -6.81201 5.17594  0.073
H55 8.97671 -6.20436 5.14751  0.073
H56 8.43408 -4.47868 6.79665  0.140
H57 6.14844 -4.23929 7.88204  0.120
H58 5.60095 -5.53626 6.89088  0.125
H59 4.47155 -2.92100 7.14836  0.076
H60 3.95999 -3.76452 5.67363  0.084
H61 4.73543 -2.10467 5.75035  0.079
H62 7.75968 -5.94887 8.56288  0.070
H63 7.42733 -7.14428 7.54344  0.074
C26 -5.94541 -4.31612 3.36940  -0.063
C27 -5.96672 -2.99174 2.59029  -0.426
C28 -5.62618 -1.81369 3.51492  -0.191
O9 -5.94266 -0.59010 2.87980  -0.219
C29 -5.92172 0.49871 3.75157  -0.126
N5 -5.06693 -2.97983 1.45053  0.046
H64 -6.20014 -5.16120 2.72982  0.079
H65 -6.65300 -4.27760 4.19760  0.081
H66 -4.95634 -4.53297 3.77292  0.082
H67 -6.94124 -3.04265 2.10468  0.135
H68 -4.56284 -1.72725 3.73836  0.132
H69 -6.20433 -1.88059 4.43652  0.126
H70 -6.73346 0.43044 4.47579  0.092
H71 -6.12331 1.45792 3.27473  0.084
H72 -4.94376 0.63972 4.21182  0.091
H73 -4.95036 -3.94541 1.17822  0.071
H74 -4.14692 -2.63403 1.68310  0.071
C30 -2.98759 8.03778 1.90341  -0.055
C31 -1.60692 7.41512 1.61280  -0.434
C32 -0.40291 8.28763 1.96862  -0.205
O10 -0.51430 9.54972 1.30154  -0.171
C33 0.70923 10.24503 1.35474  -0.124
N6 -1.49034 6.08092 2.21357  0.028
H75 -3.09754 8.97825 1.36347  0.072
H76 -3.05830 8.38077 2.93562  0.076
H77 -3.83912 7.37650 1.74305  0.070
H78 -1.51669 7.27373 0.53579  0.128
H79 0.52116 7.75125 1.75294  0.115
H80 -0.39416 8.47979 3.04151  0.130
H81 1.60966 9.66706 1.14675  0.086
H82 0.87159 10.94226 2.17669  0.087
H83 0.60726 10.91451 0.50063  0.086
H84 -0.51334 5.83399 2.28133  0.053
H85 -1.78817 5.45532 1.47872  0.063
C34 2.37496 6.34470 -9.71666  -0.072
C35 2.00693 4.90943 -10.04912  -0.439
C36 0.57170 4.54548 -9.46432  -0.168
O11 0.59051 4.50413 -8.04048  -0.207
C37 1.39906 3.53677 -7.38679  -0.110
N7 1.89960 4.89493 -11.48562  0.020
H86 3.39111 6.55279 -10.05169  0.074
H87 2.42544 6.53599 -8.64477  0.078
H88 1.75278 7.06469 -10.24828  0.084
H89 2.76704 4.25910 -9.61619  0.118
H90 0.13282 3.62034 -9.83796  0.113
H91 -0.13352 5.31279 -9.78367  0.123
H92 1.24552 3.54957 -6.30773  0.084
H93 2.45224 3.74889 -7.57102  0.073
H94 1.21292 2.53109 -7.76370  0.084
H95 2.85142 4.93425 -11.82116  0.074
H96 1.64974 4.02937 -11.94221  0.072
C38 0.19637 2.83903 6.47417  -0.096
C39 0.92116 4.13091 6.64269  -0.422
C40 2.17195 4.29689 5.70702  -0.144
O12 2.70525 5.66029 5.77387  -0.212
C41 3.76555 6.01533 4.93672  -0.137
N8 -0.11441 5.15754 6.45224  0.042
H97 -0.30245 2.74944 5.50915  0.076
H98 -0.62660 2.74390 7.18252  0.080
H99 0.83751 1.98906 6.70781  0.078
H100 1.29775 4.15799 7.66521  0.138
H101 1.94247 4.14512 4.65232  0.111
H102 3.01247 3.62003 5.86030  0.116
H103 3.51349 5.98744 3.87664  0.070
H104 4.53569 5.24401 4.93009  0.082
H105 4.12001 7.04083 5.04075  0.092
H106 0.34752 6.04759 6.33164  0.060
H107 -0.60451 5.10457 5.57071  0.062

Cartesian forces (eV/Å) of the 6 atoms listed first:
Be 0.3 0.4 -0.3
C -0.5 -0.2 1.4
C -1.4 0.5 0.5
C -1.0 -0.5 -1.5
O 2.8 -0.8 -0.6
H 0.2 -0.3 -0.4



(4)
Entry from the OMol25 dataset: a cluster of 5 separate species, C16H36FN2O8PS in total (ωB97M-V/def2-TZVPD).

Calculated values
charge = 0
Kohn-Sham gap = 9.823 eV
2S+1 = 1
SMILES = CCCOCN(P(N)O)S(=O)(=O)F.CC(C)=O.CC(C)=O.CC(C)=O.CC(C)=O
E = -2182.09616 hartree

Last column: Löwdin charge in e.
Cartesian coordinates (Å):
C1 -4.26377 -1.37052 -0.91853  -0.089
C2 -3.81619 -1.04779 -2.35596  -0.208
C3 -2.81439 0.08197 -2.49150  -0.201
O1 -1.46614 -0.32937 -2.24480  -0.149
C4 -0.98613 0.06041 -1.00080  -0.345
N1 0.46194 -0.27388 -0.93257  -0.324
P1 0.98649 0.38203 0.68046  0.849
N2 2.62801 -0.01789 0.76452  -0.166
O2 0.25337 -0.66970 1.67581  -0.298
S1 0.66009 -1.87348 -1.34506  0.560
O3 0.02445 -2.72117 -0.38335  -0.251
O4 0.53085 -2.08323 -2.73670  -0.219
F1 2.17740 -1.99022 -1.05190  -0.154
H1 -5.30300 -1.09101 -0.75462  0.067
H2 -3.67891 -0.82411 -0.17785  0.055
H3 -4.16123 -2.42809 -0.68470  0.070
H4 -3.43052 -1.94145 -2.84450  0.113
H5 -4.69397 -0.74211 -2.92937  0.108
H6 -3.09231 0.89931 -1.81742  0.130
H7 -2.83030 0.48274 -3.50283  0.106
H8 -1.03343 1.14837 -0.87050  0.116
H9 -1.53827 -0.41124 -0.18230  0.107
H10 2.81351 -0.82287 1.35177  0.047
H11 3.12667 0.77006 1.16186  0.034
H12 0.39911 -1.60469 1.45822  0.048
C5 -1.24955 -1.70740 4.33203  -0.027
C6 -1.26168 -1.48369 5.82209  -0.513
O5 -2.27779 -1.57849 6.47364  0.053
C7 0.05666 -1.12417 6.45964  -0.022
H13 -2.25204 -1.96491 3.99522  0.086
H14 -0.91788 -0.80245 3.82771  0.045
H15 -0.56774 -2.52370 4.08412  0.086
H16 0.43159 -0.20278 6.01285  0.070
H17 0.78514 -1.91881 6.28695  0.083
H18 -0.07961 -0.98721 7.53003  0.082
C8 0.30580 3.53809 -4.31417  -0.022
C9 -0.41059 2.23046 -4.55429  -0.494
O6 -1.60771 2.18838 -4.72728  0.060
C10 0.43780 0.98418 -4.57019  -0.021
H19 -0.40883 4.35744 -4.32657  0.080
H20 0.81609 3.51225 -3.34965  0.083
H21 1.05823 3.69914 -5.08768  0.085
H22 0.95403 0.86388 -3.61635  0.073
H23 1.18089 1.05174 -5.36754  0.088
H24 -0.19349 0.11588 -4.73710  0.082
C11 6.55174 -2.33070 -3.97990  -0.026
C12 5.91178 -1.08885 -3.40380  -0.505
O7 6.54685 -0.07898 -3.21374  0.068
C13 4.44101 -1.17966 -3.07763  -0.028
H25 7.60544 -2.14441 -4.17144  0.080
H26 6.44958 -3.16308 -3.28168  0.084
H27 6.05555 -2.60991 -4.91076  0.084
H28 4.26968 -1.97010 -2.34860  0.071
H29 3.87058 -1.41799 -3.97729  0.090
H30 4.09762 -0.23186 -2.66973  0.080
C14 -2.76676 1.93719 5.59856  -0.006
C15 -1.63975 2.26990 4.65426  -0.486
O8 -0.65255 1.57606 4.55603  0.055
C16 -1.79970 3.52157 3.82517  -0.022
H31 -2.55302 1.02122 6.14332  0.067
H32 -2.90941 2.75606 6.30591  0.089
H33 -3.69517 1.81179 5.03876  0.092
H34 -1.90925 4.39003 4.47658  0.086
H35 -2.69716 3.44857 3.20858  0.086
H36 -0.92968 3.65323 3.18655  0.079

Cartesian forces (eV/Å) of the 6 atoms listed first:
C 0.2 0.0 0.0
C -0.3 0.0 0.1
C -0.2 0.0 -0.1
O -0.1 0.2 0.1
C 0.1 0.3 -0.3
N 0.0 -0.6 0.4